1.
Below is a single C4H5NO molecule, with properties calculated with wB97M-V/def2-TZVPD.

ORCA input file:
```
! RIJCOSX wB97M-V def2-TZVPD def2/J DEFGRID3
* xyz 0 1
C -1.49903 0.10886 -0.04492
C -0.16600 -0.28841 -0.70097
C 0.92000 0.09994 0.32321
O 0.57280 0.63056 1.35365
C 2.40058 -0.05499 0.40116
N 3.46505 0.00276 0.86045
H -1.59319 -0.36846 0.93449
H -2.36175 -0.17259 -0.65287
H -1.53338 1.18854 0.12917
H -0.05086 0.21666 -1.67148
H -0.15421 -1.36287 -0.93189
*
```

Results
- Energy: -7765.2155 eV
- Highest occupied orbital energy: -10.955 eV
- LUMO level: -0.008 Ha
- Relative energy (zero: lowest compared OMol25 entry of this formula, charge and spin): 126.5 kJ/mol
- HOMO-LUMO gap: 10.7 eV

=====

2.
Below is an isolated ion of composition C12H22NOS2 and charge +1, with properties calculated with wB97M-V/def2-TZVPD.

ORCA input file:
```
! RIJCOSX wB97M-V def2-TZVPD def2/J DEFGRID3
* xyz 1 1
C 1.35371 -0.86498 -2.58076
C 0.81981 -0.21664 -1.29008
C 1.93871 0.74739 -0.79812
C -0.43736 0.54915 -1.69317
N -1.25206 1.19769 -0.87277
C -2.69849 1.13682 -1.22922
C -3.51320 1.48774 0.01073
O -3.10487 2.76025 0.53409
C -1.73765 2.72350 0.97801
C -0.80576 2.44986 -0.18901
C 0.41977 -1.20512 -0.20172
S 1.29050 -2.74896 -0.37462
C 1.33754 -3.34057 1.31572
C 2.13992 -2.46593 2.27612
C 1.36097 -1.23361 2.68580
S 0.36809 -0.36625 1.41512
H 2.34170 -1.32970 -2.41598
H 0.66865 -1.59850 -3.02215
H 1.48651 -0.03587 -3.30535
H 2.90735 0.26465 -0.93418
H 1.93350 1.68150 -1.37477
H 1.83269 0.98046 0.27840
H -0.74938 0.47136 -2.73935
H -2.91212 1.85092 -2.04533
H -2.93157 0.11842 -1.55600
H -4.57431 1.62040 -0.25744
H -3.38577 0.68694 0.76863
H -1.53142 3.73290 1.37847
H -1.58805 1.93700 1.75474
H 0.21751 2.30108 0.16561
H -0.84129 3.28915 -0.91582
H -0.63543 -1.52001 -0.28409
H 1.85068 -4.30773 1.21309
H 0.32696 -3.51292 1.70663
H 2.36894 -3.04521 3.18344
H 3.08857 -2.17099 1.81649
H 0.61693 -1.53693 3.44495
H 2.02971 -0.48727 3.15387
*
```

Results
- Energy: -38000.4068 eV
- Highest occupied orbital energy: -11.668 eV
- LUMO level: -0.193 Ha
- Relative energy (zero: lowest compared OMol25 entry of this formula, charge and spin): 0.0 kJ/mol
- HOMO-LUMO gap: 6.4 eV

=====

3.
Below is a 3-piece molecular cluster, C14H33ClN4O7PS overall, with properties calculated with wB97M-V/def2-TZVPD.

ORCA input file:
```
! RIJCOSX wB97M-V def2-TZVPD def2/J DEFGRID3
* xyz 1 1
N 0.89605 3.11350 1.24972
C -0.00403 2.12088 0.99809
N -1.29382 2.12026 1.32889
C -1.76101 0.95745 0.93543
N -0.81131 0.21867 0.35882
S -0.90035 -1.37919 -0.28678
N 0.31768 0.95671 0.38576
P 2.04653 0.71166 -0.13918
O 2.00864 -0.63430 -1.00807
Cl 2.94219 0.11635 1.61687
H 1.36405 3.14363 2.13492
H 1.01623 3.84321 0.57305
H -2.76955 0.59992 1.05255
H -2.19767 -1.42427 -0.65200
H 2.22644 -1.40638 -0.46216
C -9.11702 -2.72544 1.91200
O -8.08987 -2.17140 2.70673
C -6.83233 -2.75599 2.43392
C -5.72141 -1.90148 3.00042
O -5.38275 -0.78528 2.17855
C -6.30541 0.30313 2.19568
C -6.24709 1.13015 3.46070
O -6.98127 0.50299 4.49212
C -6.64273 1.00241 5.76810
H -9.21051 -3.80294 2.08540
H -10.04981 -2.24129 2.19078
H -8.92917 -2.53873 0.84831
H -6.69320 -2.86884 1.35093
H -6.80013 -3.74728 2.90695
H -4.81675 -2.51287 3.03608
H -5.94375 -1.58511 4.02001
H -7.31999 -0.04044 1.99215
H -6.00350 0.94490 1.36384
H -6.69270 2.11589 3.26774
H -5.20026 1.26266 3.76550
H -5.58987 0.80103 5.99836
H -7.26493 0.49462 6.50098
H -6.83202 2.07974 5.83075
C 3.89004 -1.16810 -3.53373
O 5.04211 -0.44031 -3.88050
C 4.82706 0.95655 -3.78340
C 6.14070 1.70447 -3.76621
O 6.76812 1.71838 -2.49167
C 7.40619 0.51331 -2.08524
C 8.71835 0.25449 -2.78991
O 8.48711 -0.31037 -4.06777
C 9.61570 -0.20039 -4.90863
H 3.04921 -0.91021 -4.18992
H 4.11365 -2.22761 -3.64661
H 3.61902 -0.97462 -2.49298
H 4.26694 1.18954 -2.86648
H 4.23980 1.27421 -4.65652
H 5.92751 2.75212 -3.98841
H 6.81695 1.33520 -4.53855
H 6.73321 -0.34151 -2.17838
H 7.62021 0.65126 -1.02316
H 9.31214 -0.45706 -2.19951
H 9.27391 1.19501 -2.88361
H 9.86143 0.85104 -5.09526
H 9.37440 -0.67744 -5.85577
H 10.48264 -0.70654 -4.46972
*
```

Results
- Energy: -67982.5729 eV
- Highest occupied orbital energy: -11.024 eV
- LUMO level: -0.145 Ha
- HOMO-LUMO gap: 7.1 eV

=====

4.
Below is C22H83N2O25S3 as an isolated structure, with properties calculated with wB97M-V/def2-TZVPD.

ORCA input file:
```
! RIJCOSX wB97M-V def2-TZVPD def2/J DEFGRID3
* xyz -1 1
C 2.61476 3.89458 0.25356
S 1.00601 3.15827 0.33863
O 0.17966 3.86163 -0.59063
O 0.50872 3.11781 1.67663
S 1.24297 1.12337 -0.43248
O 2.60680 1.08057 -0.88652
O 0.29017 1.09996 -1.49192
N 0.86499 0.16044 0.76874
S 1.45787 -1.32399 0.58583
O 1.80788 -1.67494 -0.75838
O 0.47416 -2.20386 1.14666
C 2.84818 -1.58034 1.66450
C 4.01079 -0.66551 1.45172
N 4.52413 -0.01881 2.39274
H 2.47007 4.95722 0.23705
H 3.08986 3.55549 -0.64849
H 3.17913 3.53368 1.09597
H 3.11380 -2.61810 1.58227
H 2.44494 -1.43454 2.65199
H 4.43719 -0.59308 0.46906
H 4.02720 -0.23125 3.25668
C 1.64271 1.97537 -5.15284
O 2.69973 1.46313 -4.35367
H 2.05835 2.22719 -6.12759
H 0.85069 1.23367 -5.28801
H 1.21255 2.87786 -4.70875
H 2.32160 1.24492 -3.49566
C 0.99141 -4.02448 -3.78732
O 2.14599 -3.41990 -3.23272
H 1.28090 -4.92639 -4.32464
H 0.28886 -4.28925 -2.99125
H 0.50463 -3.33259 -4.48141
H 1.81873 -2.64108 -2.76732
C -2.88709 5.70304 -2.15239
O -3.04982 4.72512 -1.13673
H -3.84566 6.19707 -2.29681
H -2.14357 6.44796 -1.85654
H -2.57847 5.24123 -3.09492
H -2.19585 4.29495 -1.01626
C -1.47453 -0.92026 -3.45789
O -1.94296 -2.25884 -3.22088
H -1.56125 -0.71572 -4.52275
H -2.08440 -0.20607 -2.90212
H -0.43182 -0.81498 -3.15611
H -1.85285 -2.42298 -2.27697
C 2.36557 -5.33964 2.87480
O 3.44132 -4.49690 3.31314
H 1.42818 -4.87683 3.16839
H 2.38132 -5.44346 1.78823
H 2.44026 -6.32737 3.34005
H 4.26723 -4.90665 3.04446
C -2.52973 3.04144 3.52112
O -1.45215 3.92084 3.81697
H -3.33766 3.22729 4.22566
H -2.89444 3.21842 2.50577
H -2.20592 1.99964 3.61045
H -0.74701 3.69838 3.20771
C -5.09737 -0.75980 -3.82448
O -5.44197 -1.65492 -2.77156
H -5.96987 -0.15642 -4.06313
H -4.28351 -0.10655 -3.50819
H -4.79467 -1.32200 -4.71213
H -4.65545 -2.17667 -2.58043
C -2.24585 0.53683 -7.34378
O -0.99593 1.17747 -7.11899
H -2.93111 0.85653 -6.56339
H -2.66412 0.81368 -8.31611
H -2.13355 -0.55019 -7.29428
H -0.38769 0.89303 -7.80520
C 1.17986 -5.29307 6.66315
O 2.42104 -4.64732 6.94414
H 0.46549 -5.00115 7.42745
H 0.80382 -4.97827 5.68455
H 1.29926 -6.37389 6.68161
H 3.04854 -4.90490 6.26227
C 0.49049 1.31724 4.77345
O 1.50668 1.13454 3.78253
H 0.94694 1.26919 5.76048
H 0.03321 2.29450 4.63189
H -0.26908 0.53242 4.69022
H 1.06049 1.19032 2.92706
C -7.67940 -3.38317 -0.15640
O -8.35964 -3.05653 -1.36420
H -8.11100 -4.29118 0.25496
H -6.61992 -3.55402 -0.35712
H -7.78910 -2.57619 0.57076
H -7.95288 -2.25404 -1.70941
C -3.26410 8.88688 -3.61694
O -2.01577 8.49910 -4.17982
H -3.11280 9.06974 -2.55722
H -3.63936 9.80270 -4.08375
H -4.00316 8.09131 -3.73778
H -2.15148 8.33373 -5.11547
C -10.67667 -3.38523 -4.11116
O -10.83044 -3.29558 -2.70070
H -11.66600 -3.38931 -4.56482
H -10.11586 -2.52538 -4.49341
H -10.15235 -4.30184 -4.38595
H -9.93564 -3.29824 -2.32838
C 6.06647 5.51018 1.08779
O 5.45947 4.99945 -0.09473
H 5.35880 5.40212 1.90519
H 6.96778 4.94239 1.32938
H 6.31054 6.57063 0.96209
H 6.08686 5.10653 -0.81346
C -7.17257 -3.61421 -5.50825
O -8.19868 -4.41296 -6.09853
H -7.58607 -2.62490 -5.33445
H -6.84727 -4.03081 -4.55243
H -6.31079 -3.52563 -6.17529
H -7.83638 -5.28861 -6.25183
C 9.86478 4.16915 0.62058
O 8.77053 3.37790 0.16144
H 9.47777 5.15331 0.87047
H 10.32182 3.73048 1.51184
H 10.62615 4.27292 -0.15658
H 9.11576 2.51018 -0.06619
C 3.60370 -1.18720 5.21297
O 4.64966 -1.44407 4.27965
H 3.77364 -0.19984 5.63318
H 2.63396 -1.19219 4.71047
H 3.61071 -1.92842 6.01919
H 4.50167 -2.31411 3.90238
C 7.43009 3.00308 3.98076
O 6.85741 2.48546 2.79311
H 6.67492 2.95090 4.76068
H 8.30028 2.41477 4.29266
H 7.73564 4.04940 3.85326
H 7.53016 2.53284 2.10654
C -0.32419 -7.86349 8.91268
O -0.43706 -7.78855 7.49519
H 0.71457 -7.67337 9.16862
H -0.95083 -7.11041 9.39775
H -0.60394 -8.85511 9.27852
H -1.35438 -7.95400 7.26426
*
```

Results
- Energy: -110824.9483 eV
- Highest occupied orbital energy: -6.519 eV
- LUMO level: 0.072 Ha
- Relative energy (zero: lowest compared OMol25 entry of this formula, charge and spin): 92.7 kJ/mol
- HOMO-LUMO gap: 8.5 eV

=====

5.
Below is a 2-piece molecular cluster, C10H16 overall, with properties calculated with wB97M-V/def2-TZVPD.

ORCA input file:
```
! RIJCOSX wB97M-V def2-TZVPD def2/J DEFGRID3
* xyz 0 1
C 2.17164 0.44808 0.64047
C 1.27517 0.23438 -0.72445
C 1.11441 -0.91806 -1.62283
C 0.51920 -0.70858 -2.80994
C 0.13000 0.66046 -3.26385
C 0.06542 1.71720 -2.32593
C 0.72924 1.48465 -1.17135
H 2.89502 -0.31064 0.63546
H 1.57126 0.28699 1.42113
H 2.67582 1.34571 0.72273
H 1.50442 -1.93056 -1.29432
H 0.04193 -1.44535 -3.41526
H 0.10348 0.58730 -4.25529
H -0.40782 2.67625 -2.55131
H 0.96424 2.34998 -0.61246
C -2.00232 -1.29689 0.93002
C -1.86258 -0.63877 2.27672
C -0.54704 0.11661 2.52627
H -0.93915 -1.43171 0.57466
H -2.34756 -0.39766 0.42830
H -2.56041 -2.09883 0.64546
H -2.79336 -0.11720 2.33288
H -1.74455 -1.41555 3.10150
H -0.59336 1.17801 2.32495
H -0.21706 -0.10571 3.61460
H 0.25396 -0.27012 1.87182
*
```

Results
- Energy: -10626.0734 eV
- Highest occupied orbital energy: -8.504 eV
- LUMO level: 0.036 Ha
- Relative energy (zero: lowest compared OMol25 entry of this formula, charge and spin): 354.1 kJ/mol
- HOMO-LUMO gap: 9.5 eV

=====

6.
Below is a single Cl2H3PSi molecule, with properties calculated with wB97M-V/def2-TZVPD.

ORCA input file:
```
! RIJCOSX wB97M-V def2-TZVPD def2/J DEFGRID3
* xyz 0 3
Si 0.68095 0.08117 -0.37351
P -1.19281 -0.88587 0.42372
Cl 2.07313 -1.10771 0.31491
Cl 1.37782 1.97310 0.05467
H 0.16245 0.19190 -1.80581
H -2.00789 -0.06961 -0.17609
H -1.09365 -0.18298 1.56211
*
```

Results
- Energy: -42256.5840 eV
- ⟨S²⟩: 2.0031
- Highest occupied orbital energy (spin up / spin down): -4.805 / -10.835 eV
- LUMO level (spin up / spin down): 0.025 / -0.141 Ha
- Relative energy (zero: lowest compared OMol25 entry of this formula, charge and spin): 98.0 kJ/mol
- HOMO-LUMO gap (spin up / spin down): 5.5 / 7.0 eV

=====

7.
Below is a 2-piece molecular cluster, CH4N2O2 overall, with properties calculated with wB97M-V/def2-TZVPD.

ORCA input file:
```
! RIJCOSX wB97M-V def2-TZVPD def2/J DEFGRID3
* xyz 0 3
C 1.08392 -0.93585 -0.30635
N -0.68696 1.66376 -0.30961
N 0.13584 -1.51031 -1.15412
O -0.19222 -2.60721 -0.87763
O -0.36322 -0.75872 -1.99655
H 1.64819 -0.18084 -0.65391
H 1.22020 -1.41622 0.55569
H -0.48963 1.92447 -1.23713
H -1.52670 1.11314 -0.30671
*
```

Results
- Energy: -8169.7570 eV
- ⟨S²⟩: 2.0103
- Highest occupied orbital energy (spin up / spin down): -10.363 / -11.011 eV
- LUMO level (spin up / spin down): 0.020 / -0.074 Ha
- Relative energy (zero: lowest compared OMol25 entry of this formula, charge and spin): 295.4 kJ/mol
- HOMO-LUMO gap (spin up / spin down): 10.9 / 9.0 eV

=====

8.
Below is C36H27FeN13O3S2 as an isolated structure, with properties calculated with wB97M-V/def2-TZVPD.

ORCA input file:
```
! RIJCOSX wB97M-V def2-TZVPD def2/J DEFGRID3
* xyz -1 2
Fe 0.00089 0.14362 0.64445
C 1.47808 -5.43353 3.77782
C 0.13127 -5.41265 4.15570
C -0.74693 -4.50247 3.60440
C -0.27089 -3.64785 2.61940
C -0.93662 -2.62661 1.85691
N -0.01645 -2.14849 0.85939
C 1.26075 -2.73455 1.15815
N 2.36476 -2.38261 0.60273
C 2.63080 -1.16935 0.11440
C 3.74026 -0.83726 -0.74339
C 4.63617 -1.59504 -1.49601
C 5.52565 -0.93049 -2.31809
C 5.54243 0.46960 -2.39906
C 4.67964 1.23506 -1.64005
C 3.77914 0.57456 -0.80944
C 2.70945 1.04783 0.02665
N 2.49907 2.31858 0.31179
C 1.38962 2.74446 0.87695
N 0.20726 2.06287 0.96752
C -0.72954 2.88223 1.53441
N -1.99825 2.58523 1.72948
C -2.43833 1.34238 1.69468
N -1.66536 0.20789 1.75439
C -2.48656 -0.87455 1.83346
N -2.09203 -2.12128 2.09019
C -3.85732 -0.44172 1.76521
C -5.06053 -1.14082 1.70113
C -6.22123 -0.41863 1.50453
C -6.19036 0.97817 1.38185
C -5.00557 1.68340 1.47261
C -3.82727 0.96858 1.66547
C -0.12582 4.16344 1.83397
C -0.60423 5.31512 2.44500
C 0.28115 6.35602 2.65842
C 1.61966 6.25814 2.26831
C 2.10361 5.12181 1.64525
C 1.22141 4.07111 1.42776
N 2.01240 -0.02477 0.52342
C 1.07614 -3.69676 2.20859
C 1.96749 -4.57120 2.81880
H 2.14217 -6.15497 4.23556
H -0.22283 -6.12873 4.88542
H -1.78838 -4.46686 3.88769
H 4.62037 -2.67469 -1.43884
H 6.21981 -1.49437 -2.92813
H 6.24501 0.95155 -3.06665
H 4.67171 2.31546 -1.69058
H -5.06106 -2.21845 1.78632
H -7.17315 -0.92762 1.42554
H -7.11459 1.51123 1.19902
H -4.98137 2.76038 1.37420
H -1.63837 5.38402 2.75323
H -0.06030 7.25941 3.14708
H 2.28878 7.08425 2.47249
H 3.14184 5.03433 1.35419
H 3.00353 -4.58674 2.51321
C 0.47370 1.28584 -5.31145
N 0.65877 0.41356 -4.16980
C 1.97753 -0.18884 -4.09543
C -0.00598 0.62544 -2.96698
N 0.49849 0.45691 -1.81579
N -1.34368 1.00235 -3.10476
C -2.33350 0.65771 -2.18929
N -3.61025 0.71995 -2.73424
N -2.07616 0.28147 -1.01056
H 0.88904 0.79271 -6.19004
H 0.98369 2.24944 -5.18041
H -0.57890 1.48018 -5.51146
H 2.22934 -0.57103 -5.08403
H 1.95828 -1.03128 -3.40539
H 2.76006 0.51346 -3.78182
H 1.48038 0.21303 -1.84534
H -1.68223 1.08481 -4.04764
H -3.78885 1.39472 -3.46017
H -4.35460 0.64984 -2.05832
H -2.90709 -0.00315 -0.50238
O 0.44760 -5.03756 -0.30543
S -0.85193 -4.53312 -0.68914
O -1.24981 -4.84423 -2.04559
O -1.90246 -4.68278 0.29238
S -0.54838 -2.39714 -0.82387
*
```

Results
- Energy: -119344.5647 eV
- ⟨S²⟩: 1.0105
- Highest occupied orbital energy (spin up / spin down): -3.434 / -3.536 eV
- LUMO level (spin up / spin down): 0.046 / 0.051 Ha
- Relative energy (zero: lowest compared OMol25 entry of this formula, charge and spin): 240.3 kJ/mol
- HOMO-LUMO gap (spin up / spin down): 4.7 / 4.9 eV

=====

- Which of these has the lowest energy?
  C36H27FeN13O3S2

=====

- What is the formula in the seventh record?
  CH4N2O2